Formula: C2H3AuLiO2
Source: the OMol25 dataset
Level of theory: the ωB97M-V functional and the def2-TZVPD basis

Computed properties:
Energy relative to the best compared isomer or geometry (same formula, charge and spin) in kJ/mol: 331.1
HOMO (spin up / spin down) in eV: -12.09 / -12.80
Lowest unoccupied orbital energy (spin up / spin down) in eV: -5.948 / -6.570

```
! RIJCOSX wB97M-V def2-TZVPD def2/J DEFGRID3
* xyz 1 3
H 3.8075 0.5368 0.1813
O 5.1755 2.2463 0.5451
C 3.9380 1.7087 0.3650
C 3.0031 2.5307 -0.1764
O 3.2371 3.8492 -0.3198
Li 6.4739 2.5952 -0.6560
Au 4.7760 4.0664 0.6741
H 3.1464 0.4907 1.9122
H 2.1298 2.1116 -0.6925
*
```